*1*
Here is an isolated molecule of C4H9BO2 from OMol25. Energies are from the ωB97M-V functional and the def2-TZVPD basis.

Last column: Löwdin charge in e.
Element x y z (Å)
C (2.566, -0.887, 0.257)  -0.1016
C (1.429, -0.105, -0.311)  -0.1603
C (0.616, 0.654, 0.405)  -0.0911
C (-0.612, 1.322, -0.141)  -0.2025
O (-1.745, 0.611, 0.320)  0.0370
B (-2.428, -0.274, -0.436)  -0.5178
O (-3.397, -1.004, 0.144)  0.1462
H (3.484, -0.702, -0.300)  0.0717
H (2.349, -1.954, 0.183)  0.0762
H (2.725, -0.636, 1.302)  0.0723
H (1.284, -0.186, -1.381)  0.1088
H (0.756, 0.732, 1.475)  0.1122
H (-0.699, 2.350, 0.229)  0.1241
H (-0.601, 1.334, -1.238)  0.1179
H (-2.242, -0.430, -1.590)  0.1057
H (-3.487, -0.825, 1.083)  0.1014

* highest occupied orbital energy: -9.738 eV
* SMILES: C/C=C/COBO
* Kohn-Sham gap: 10.59 eV
* total charge: 0
* lowest unoccupied orbital energy: 0.854 eV

*2*
Here is an isolated molecule of C4H9BO2 from OMol25. Energies are from the ωB97M-V functional and the def2-TZVPD basis.

Last column: Löwdin charge in e.
Element x y z (Å)
C (2.575, -0.687, 0.314)  -0.0184
C (1.451, 0.012, 0.045)  -0.1849
C (0.188, -0.109, 0.872)  -0.1817
C (-1.208, 0.499, 0.409)  -0.3155
O (-1.095, 1.950, 0.447)  -0.1234
B (-1.628, -0.057, -1.099)  -0.2853
O (-1.845, -1.355, -1.175)  0.1540
H (2.576, -1.194, 1.253)  0.0438
H (3.597, -0.528, 0.030)  0.0412
H (1.350, 0.710, -0.866)  0.1240
H (0.601, 0.512, 1.778)  0.1510
H (-0.006, -1.098, 1.221)  0.0951
H (-2.023, 0.068, 1.116)  0.1565
H (-0.721, 2.171, -0.521)  0.1269
H (-1.702, 0.904, -1.821)  0.0880
H (-2.113, -1.799, -2.004)  0.1286

* highest occupied orbital energy: -9.247 eV
* SMILES: C=CC[C@@H](O)BO
* Kohn-Sham gap: 9.61 eV
* total charge: 0
* lowest unoccupied orbital energy: 0.364 eV

So which one wins? Going from most stable to least: *1*, *2*.